# 1
The following is a quantum chemistry calculation of a molecular structure, C43H36ClN7O4Sc, from OMol25.

Results
LUMO: -2.8 eV
molar mass: 795.21 g mol⁻¹
orbital gap: 7.75 eV
E_tot: -97018.797 eV
charge: +1
energy above the lowest of the compared OMol25 structures with the same formula, charge and spin: 8.23 kcal per mole

Geometry as XYZ:
```
92
Properties=species:S:1:pos:R:3:forces:R:3:mulliken_charge:R:1
Sc 0.2466 0.5215 -0.2585 0.0079 0.0711 -0.2404 -0.4331
C -0.4490 -3.2476 -3.2347 0.3045 -0.0298 0.1268 -0.6089
O -1.7223 -2.6343 -2.9284 -0.2818 0.1324 -0.1374 -0.5178
C -1.4576 -1.7222 -1.9830 0.4167 -0.1432 -0.0653 0.0222
N -0.2422 -1.5043 -1.6807 -0.1149 0.1036 0.3865 1.1665
C 0.5714 -2.2540 -2.6475 0.0400 -0.0726 -0.2682 0.0481
C 1.8182 -2.9018 -2.1163 0.0288 0.0238 -0.0268 0.1368
C 1.9174 -3.3584 -0.8091 -0.0610 -0.0448 -0.0123 0.1128
C 3.0837 -3.9776 -0.3800 -0.0141 -0.0450 0.0566 -0.7389
C 4.1460 -4.1544 -1.2531 0.0428 0.0152 -0.0385 -0.7167
C 4.0417 -3.7146 -2.5659 0.0200 -0.0096 0.0295 -0.8941
C 2.8837 -3.0865 -2.9928 -0.0304 0.0423 0.0171 -0.4047
C -2.5855 -0.9886 -1.3949 -0.2707 0.0272 0.0373 -0.1795
C -3.8636 -1.0519 -1.9305 0.0504 -0.0613 -0.0176 -0.8162
C -4.8630 -0.3020 -1.3304 0.0394 0.0321 0.0616 -0.9638
C -4.5580 0.4310 -0.1966 0.0184 -0.0528 -0.0056 -0.7894
C -3.2514 0.3976 0.2781 -0.1682 -0.0421 -0.0147 0.1034
N -2.2753 -0.2642 -0.3230 0.1400 0.0547 -0.2883 1.2408
C -2.8603 1.0810 1.5178 0.3899 0.0640 0.3755 -0.4417
N -1.6643 1.1624 1.9346 0.1900 -0.2516 -0.0691 0.7067
C -1.6969 1.9943 3.1590 -0.1635 0.0965 -0.0391 0.0820
C -3.2087 2.1169 3.4507 0.2900 0.0326 0.2713 -0.6793
O -3.8390 1.6229 2.2550 -0.2257 0.0803 -0.2402 -0.4471
C -0.8139 1.4943 4.2814 -0.1020 0.0393 -0.0426 0.1119
C 0.5013 1.1543 3.9830 -0.0054 0.0171 0.0190 0.5955
C 1.3874 0.8105 4.9905 0.0770 -0.0846 -0.1418 -0.6659
C 0.9666 0.7931 6.3126 -0.0118 -0.0174 0.0693 -0.7008
C -0.3385 1.1431 6.6180 0.0050 0.0260 0.0691 -0.8821
C -1.2232 1.5027 5.6094 -0.0142 -0.0733 -0.0853 -0.6423
H -0.3614 -3.3827 -4.3086 -0.0916 0.0284 -0.0030 0.3836
H -0.4060 -4.2164 -2.7327 -0.0349 0.0245 0.0075 0.3449
H 0.8851 -1.5326 -3.4070 -0.0192 -0.0502 -0.0058 0.0100
H 1.0747 -3.2361 -0.1384 0.0358 0.0332 0.0103 0.3121
H 3.1613 -4.3308 0.6405 -0.0191 -0.0212 -0.0197 0.5735
H 5.0555 -4.6348 -0.9161 -0.0170 -0.0217 0.0111 0.4513
H 4.8639 -3.8554 -3.2550 0.0043 0.0071 0.0091 0.4244
H 2.8048 -2.7253 -4.0116 0.0313 0.0526 0.0206 0.4488
H -4.0565 -1.6666 -2.7980 0.0232 0.0004 0.0013 0.6463
H -5.8667 -0.2994 -1.7325 0.0010 -0.0043 -0.0063 0.4967
H -5.3034 1.0213 0.3158 0.0092 -0.0281 0.0434 0.6088
H -1.2934 2.9778 2.8915 -0.0772 -0.0295 -0.1233 0.4760
H -3.5385 3.1393 3.6128 -0.0172 -0.0089 0.0079 0.2619
H -3.5253 1.4913 4.2858 -0.0598 -0.0390 -0.0779 0.4609
H 0.8266 1.1936 2.9513 0.0665 -0.0455 -0.0045 -0.1593
H 2.4143 0.5673 4.7412 -0.0206 -0.0101 0.0163 0.4648
H 1.6551 0.5269 7.1041 0.0068 0.0124 -0.0159 0.4378
H -0.6669 1.1632 7.6491 -0.0053 -0.0275 -0.0078 0.4060
H -2.2273 1.8053 5.8776 0.0055 -0.0111 0.0141 0.3979
C -2.1910 -2.8812 2.6457 -0.0009 -0.0113 -0.0300 -1.1869
C -1.3818 -2.7899 3.7666 0.0065 -0.0283 -0.0299 -1.0601
C -0.0956 -2.3167 3.6069 0.0127 0.0674 0.0464 -0.6927
C 0.3215 -1.8933 2.3453 -0.1933 -0.0864 0.1156 0.4229
N -0.4853 -1.8793 1.2880 0.1270 0.1186 0.1657 1.1198
C -1.6989 -2.4118 1.4424 -0.0508 -0.0470 -0.0101 -0.3417
C 1.7472 -1.5780 2.1012 0.1978 0.0086 0.1798 0.2432
C 2.6754 -2.3815 2.7545 -0.0092 0.0918 -0.0148 -1.1238
C 4.0190 -2.1937 2.5045 -0.0019 0.1120 0.0124 -1.5303
C 4.3821 -1.1929 1.6309 -0.0289 -0.0246 0.0236 -0.9646
C 3.4023 -0.4024 1.0328 0.0128 -0.1124 0.1086 0.7286
N 2.0911 -0.6053 1.2403 -0.4280 -0.1059 -0.0477 1.8661
C 3.8142 0.6770 0.1125 0.0757 0.1839 -0.0982 0.1760
C 5.1296 1.1308 0.0907 -0.0251 -0.0007 0.0209 -1.1343
C 5.5139 2.0476 -0.8721 -0.0754 -0.0286 -0.0378 -0.7041
C 4.5590 2.5038 -1.7574 0.0578 -0.0024 0.0744 -1.4110
C 3.2554 2.0600 -1.6069 0.0579 0.0722 -0.1402 -0.2240
N 2.8746 1.1662 -0.7004 -0.2867 -0.2694 0.0764 0.7280
H -3.1824 -3.3091 2.6990 -0.0033 0.0130 -0.0241 0.5436
H -1.7348 -3.1160 4.7359 0.0118 0.0219 0.0092 0.4925
H 0.5743 -2.2665 4.4515 0.0587 0.0768 0.0335 0.5126
H -2.3043 -2.4917 0.5520 -0.0459 0.0228 0.0325 0.3336
H 2.3393 -3.1718 3.4090 -0.0221 0.0117 -0.0041 0.6321
H 4.7675 -2.8202 2.9708 -0.0027 -0.0180 -0.0129 0.4748
H 5.4213 -1.0442 1.3884 -0.0019 0.0073 -0.0159 0.4272
H 5.8520 0.7955 0.8184 -0.0149 -0.0600 -0.0174 0.4345
H 6.5401 2.3842 -0.9300 -0.0076 0.0375 0.0286 0.4442
H 4.8046 3.2042 -2.5424 -0.0406 0.0197 0.0059 0.4785
H 2.4902 2.4623 -2.2446 -0.0159 -0.0524 0.0159 0.5522
O 2.2827 0.3440 -3.8432 -0.0882 0.0238 -0.0468 -0.6485
C 1.2692 0.9735 -3.6316 0.0516 -0.1416 -0.1551 -0.1867
C 0.5762 1.8979 -4.6333 -0.1269 0.0205 0.0759 -0.7975
C -0.6775 2.3758 -3.9015 -0.0184 -0.0295 -0.0009 -0.9003
C -0.5537 1.6948 -2.5613 -0.0996 0.1916 -0.4259 -0.1738
O -1.3607 1.7557 -1.6201 0.3766 -0.1189 0.3864 -0.5669
N 0.5499 0.9434 -2.4535 0.0200 0.2803 0.2955 2.1783
H 0.3573 1.3410 -5.5432 0.0686 -0.0059 -0.0170 0.3210
H 1.2502 2.7114 -4.8989 0.0518 -0.0348 -0.0082 0.3028
H -1.6079 2.0661 -4.3787 -0.0092 0.0316 0.0053 0.3206
H -0.7231 3.4547 -3.7572 -0.0132 -0.0052 0.0463 0.2985
Cl 0.9349 3.7913 -0.6878 0.0136 0.3755 -0.0828 -0.2506
C 0.4539 2.6186 0.6113 -0.0258 -0.0330 -0.2647 -0.5752
H -0.5231 3.0096 0.8937 0.0126 -0.1696 0.0431 0.5724
H 1.1448 2.8449 1.4272 0.0048 -0.1944 0.0190 0.6180
```
Positions in Å, forces in eV/Å.

=====

# 2
The following is a quantum chemistry calculation of C4H5NO2 in the gas phase, from OMol25.

Results
LUMO: 0.9 eV
molar mass: 99.09 g mol⁻¹
orbital gap: 10.84 eV
E_tot: -9812.838 eV
charge: 0
energy above the lowest of the compared OMol25 structures with the same formula, charge and spin: 34.06 kcal per mole
SMILES string: O=C1NC[C@H]2O[C@@H]12

Geometry as XYZ:
```
12
Properties=species:S:1:pos:R:3:forces:R:3:nbo_charge:R:1
O 0.9555 2.3800 0.1507 -0.1981 -0.4772 0.1689 -0.5196
C 0.5351 1.2518 0.1314 0.0486 0.3128 0.1201 0.6548
N 1.3109 0.0909 -0.1100 -0.0332 0.0694 0.0697 -0.6436
C 0.4355 -1.0009 -0.5446 -0.0808 -0.1041 -0.0212 -0.2482
C -0.9468 -0.6034 -0.0575 -0.0074 -0.1374 -0.2045 0.0454
O -0.9179 -0.2677 1.3153 -0.0697 0.0032 0.1261 -0.4657
C -0.8873 0.7991 0.3595 -0.0718 0.2500 -0.1413 -0.0664
H 1.8398 -0.1229 0.7267 0.3431 -0.0110 -0.2625 0.3997
H 0.7687 -1.9623 -0.1454 -0.0894 0.1311 0.0344 0.2140
H 0.4540 -1.0671 -1.6395 -0.0509 0.0010 0.1724 0.2022
H -1.8537 -1.0635 -0.4393 0.1299 0.0402 0.0786 0.2080
H -1.7130 1.4995 0.3981 0.0797 -0.0779 -0.1406 0.2194
```
Positions in Å, forces in eV/Å.